--- P ---
Molecular formula: C3H42N2O16
Method: DFT, wB97M-V/def2-TZVPD

Each line ends with the Löwdin charge.
Element x y z (Å)
N: -0.483 -2.601 -1.769  0.008
C: 0.878 -2.029 -1.608  -0.458
C: 1.997 -3.008 -1.908  -0.070
C: 1.005 -0.781 -2.539  -0.231
N: 0.229 0.372 -2.090  0.017
H: -0.566 -3.141 -2.668  0.105
H: -0.690 -3.257 -0.919  0.081
H: 0.981 -1.631 -0.558  0.116
H: 2.956 -2.618 -1.679  0.054
H: 1.853 -3.944 -1.305  0.097
H: 1.994 -3.345 -2.963  0.088
H: 0.685 -1.016 -3.614  0.145
H: 2.055 -0.486 -2.588  0.098
H: 0.185 0.394 -1.067  0.083
H: -0.692 0.310 -2.440  0.024
H: -3.568 0.604 1.673  0.026
H: -3.068 0.624 0.203  0.012
O: -3.472 0.044 0.873  -0.075
H: -0.383 1.953 1.692  -0.022
H: -0.303 0.798 2.711  0.033
O: -0.452 1.776 2.591  -0.048
H: 3.237 2.830 -0.450  0.007
H: 4.209 2.722 -1.570  0.012
O: 3.487 3.202 -1.305  -0.010
H: -0.958 -1.214 2.765  0.018
H: 0.582 -1.261 2.775  -0.011
O: -0.156 -0.757 3.107  -0.051
H: -3.661 -1.268 -0.921  0.013
H: -2.454 -1.956 -1.536  0.020
O: -3.328 -1.580 -1.743  -0.034
H: 0.845 2.143 -2.600  0.070
H: 1.916 3.156 -2.006  -0.005
O: 0.984 3.070 -2.216  -0.059
H: -2.136 1.865 2.821  0.014
H: -3.234 1.502 3.873  0.048
O: -3.097 1.693 2.954  -0.051
H: -2.557 0.405 -4.063  0.056
H: -2.968 -0.228 -2.709  -0.006
O: -2.662 0.582 -3.135  -0.056
H: 0.969 2.509 3.268  0.008
H: 2.198 2.475 4.171  0.070
O: 1.873 2.861 3.347  -0.053
H: 2.737 -0.555 -0.519  0.032
H: 2.926 0.432 0.646  0.019
O: 3.114 -0.497 0.382  -0.058
H: -2.657 -1.212 1.413  0.036
H: -2.906 -2.339 2.533  0.107
O: -2.219 -1.985 1.919  -0.103
H: 0.371 2.842 -0.863  0.030
H: -0.341 3.514 0.368  0.095
O: -0.053 2.655 0.067  -0.114
H: 2.428 -2.659 2.499  0.106
H: 2.220 -1.551 1.345  0.010
O: 1.757 -2.216 1.914  -0.091
H: -1.202 -3.162 1.207  0.010
H: 0.341 -3.409 1.166  0.031
O: -0.525 -3.811 0.854  -0.121
H: -2.511 1.616 -1.657  -0.061
H: -1.565 2.070 -0.573  0.001
O: -2.482 1.900 -0.812  0.005
H: 1.505 2.153 0.610  0.004
H: 2.407 2.405 1.789  0.057
O: 2.427 2.040 0.857  -0.077

HOMO energy ... -9.5 eV
Multiplicity ... 1


--- Q ---
Molecular formula: C3H42N2O16
Method: DFT, wB97M-V/def2-TZVPD

Each line ends with the Löwdin charge.
Element x y z (Å)
N: 0.369 -1.842 1.669  0.020
C: 0.472 -1.529 0.237  -0.230
C: 0.460 -0.031 -0.113  -0.192
N: 1.472 0.755 0.610  -0.120
C: 1.123 2.098 1.063  -0.089
H: -0.151 -1.149 2.200  0.061
H: 1.269 -1.840 2.121  0.017
H: 1.252 -2.140 -0.204  0.087
H: -0.475 -1.942 -0.132  0.077
H: 0.506 0.224 -1.187  0.110
H: -0.486 0.418 0.189  0.089
H: 2.424 0.571 0.351  0.098
H: 1.564 2.715 0.258  0.058
H: 0.073 2.247 1.291  0.076
H: 1.694 2.319 1.965  0.075
H: -1.966 0.006 -1.491  0.024
H: -3.013 0.750 -2.198  0.034
O: -2.338 0.053 -2.381  -0.082
H: 4.039 -0.500 -2.604  -0.003
H: 3.981 0.988 -2.431  0.018
O: 3.664 0.296 -3.007  -0.065
H: 0.893 3.837 -0.508  0.014
H: 0.835 3.276 -1.848  0.037
O: 0.344 3.904 -1.312  -0.082
H: 3.045 -1.795 2.613  0.035
H: 3.204 -1.101 1.312  0.010
O: 3.477 -1.911 1.761  -0.041
H: 2.168 -3.908 -2.827  0.053
H: 1.181 -3.587 -1.723  -0.003
O: 2.126 -3.552 -1.935  -0.049
H: -0.883 2.693 -4.020  0.049
H: -1.154 1.558 -3.047  0.014
O: -1.025 2.523 -3.084  -0.054
H: -1.477 0.972 4.715  0.040
H: -1.515 -0.546 4.703  0.025
O: -0.913 0.194 4.803  -0.040
H: -2.589 2.868 1.593  -0.009
H: -2.621 1.416 2.254  0.003
O: -2.341 2.331 2.353  -0.064
H: -1.536 3.577 -0.684  0.029
H: -2.227 4.727 -0.068  0.076
O: -2.280 3.765 -0.085  -0.067
H: -1.260 -1.107 -3.204  0.018
H: -0.138 -1.218 -4.358  0.064
O: -0.331 -1.298 -3.424  -0.057
H: 2.092 0.045 2.855  -0.024
H: 1.415 0.738 3.881  0.022
O: 2.318 0.418 3.725  -0.065
H: 4.481 -1.757 -0.016  0.010
H: 3.524 -2.071 -1.170  0.005
O: 4.410 -1.738 -0.975  -0.051
H: -2.142 -2.864 3.296  0.047
H: -1.676 -3.203 1.797  0.042
O: -2.352 -2.829 2.366  -0.049
H: -0.385 -2.807 -2.489  0.004
H: -1.513 -3.881 -2.282  0.041
O: -0.794 -3.439 -1.854  -0.072
H: -2.716 -1.094 1.630  0.017
H: -3.610 -1.129 0.535  0.065
O: -2.923 -0.526 0.853  -0.069
H: -3.804 2.819 -0.906  0.043
H: -3.501 1.355 -0.333  0.016
O: -3.739 1.882 -1.098  -0.049

HOMO energy ... -8.7 eV
Multiplicity ... 1


Name the least stable of them. Q.


--- P ---
Molecular formula: C2H4INO2
Method: DFT, wB97M-V/def2-TZVPD

Each line ends with the Löwdin charge.
Element x y z (Å)
C: -0.592 -0.784 0.127  -0.228
C: 2.217 -1.364 -0.377  -0.848
N: -1.400 -0.264 1.004  0.092
O: -0.767 -0.213 -1.124  -0.011
O: 2.161 -1.083 -1.557  -0.097
I: 3.152 -0.294 1.148  0.761
H: 1.267 -1.995 0.006  0.053
H: -1.063 -0.247 1.930  0.082
H: -2.056 0.459 0.626  0.132
H: -0.375 -0.728 -1.815  0.064

HOMO energy ... -8.8 eV
Multiplicity ... 1


--- Q ---
Molecular formula: C2H4INO2
Method: DFT, wB97M-V/def2-TZVPD

Each line ends with the Löwdin charge.
Element x y z (Å)
C: -1.758 0.353 -0.167  0.030
O: -0.573 -0.530 -0.034  -0.028
C: 0.567 0.117 -0.150  -0.622
O: 0.889 1.263 -0.293  -0.003
N: 1.718 -0.819 0.507  -0.483
I: 3.484 0.040 0.140  0.834
H: -2.440 -0.406 -0.251  0.063
H: -1.768 1.059 -0.966  0.095
H: -1.794 0.746 0.832  0.102
H: 1.677 -1.825 0.381  0.012

HOMO energy ... -8.7 eV
Multiplicity ... 1
SMILES string ... COC(=O)NI


Name the least stable of them. P.


--- P ---
Molecular formula: C8H19NO
Method: DFT, wB97M-V/def2-TZVPD

Each line ends with the Löwdin charge.
Element x y z (Å)
C: -1.558 -1.537 0.459  -0.062
C: -0.907 -0.350 -0.304  -0.239
N: -0.768 -0.765 -1.701  -0.097
C: -1.768 -0.152 -2.554  -0.058
C: 0.398 -1.187 -2.251  -0.514
C: 1.596 -1.486 -1.427  -0.003
O: 0.493 -1.265 -3.470  0.044
H: -2.507 -1.809 -0.008  0.080
H: -1.957 -1.096 1.382  0.064
H: -0.798 -2.278 0.630  0.068
H: -1.617 0.454 -0.120  0.112
H: 0.000 0.079 0.077  0.053
H: -2.184 -0.855 -3.264  0.088
H: -2.646 0.104 -1.921  0.086
H: -1.704 0.848 -2.978  0.093
H: 2.421 -0.772 -1.485  0.091
H: 1.542 -1.521 -0.337  0.066
H: 1.990 -2.464 -1.722  0.093
C: 1.350 2.134 0.897  -0.131
C: 1.400 1.435 2.270  -0.288
C: 0.138 0.650 2.687  -0.116
H: 1.263 1.520 0.011  0.044
H: 2.196 2.818 0.796  0.069
H: 0.549 2.891 0.913  0.078
H: 2.294 0.804 2.255  0.099
H: 1.486 2.310 2.915  0.095
H: 0.191 -0.354 2.293  0.049
H: -0.165 0.710 3.736  0.073
H: -0.728 1.132 2.222  0.064

HOMO energy ... -9.1 eV
Multiplicity ... 1
SMILES string ... CCN(C)C(C)=O.CCC


--- Q ---
Molecular formula: C8H19NO
Method: DFT, wB97M-V/def2-TZVPD

Each line ends with the Löwdin charge.
Element x y z (Å)
C: -0.787 2.095 -1.866  -0.097
C: -0.089 1.491 -0.654  -0.212
C: 0.842 0.322 -0.993  -0.366
O: 1.643 -0.010 0.115  -0.032
C: 0.104 -0.921 -1.566  -0.404
C: 1.008 -2.146 -1.452  -0.059
N: -1.142 -1.185 -0.852  0.035
H: -1.445 1.379 -2.350  0.061
H: -0.054 2.427 -2.614  0.082
H: -1.383 2.954 -1.567  0.071
H: 0.533 2.260 -0.182  0.121
H: -0.822 1.158 0.073  0.084
H: 1.561 0.638 -1.766  0.151
H: 1.101 0.000 0.897  0.021
H: -0.083 -0.717 -2.637  0.135
H: 0.544 -3.004 -1.936  0.074
H: 1.961 -1.943 -1.937  0.084
H: 1.190 -2.378 -0.408  0.075
H: -1.847 -0.484 -1.070  0.074
H: -1.509 -2.090 -1.128  0.083
C: 0.605 1.106 3.057  -0.015
C: -0.465 0.454 2.638  -0.264
C: -0.528 -1.012 2.360  -0.114
H: 0.581 2.165 3.255  0.054
H: 1.548 0.610 3.233  0.066
H: -1.392 0.990 2.479  0.097
H: -1.332 -1.463 2.942  0.077
H: -0.751 -1.197 1.305  0.037
H: 0.407 -1.499 2.625  0.080

HOMO energy ... -9.1 eV
Multiplicity ... 1
SMILES string ... CC[C@@H](O)[C@@H](C)N.C=CC


--- R ---
Molecular formula: C8H19NO
Method: DFT, wB97M-V/def2-TZVPD

Each line ends with the Löwdin charge.
Element x y z (Å)
C: 1.386 1.312 0.295  -0.419
C: 2.720 1.718 -0.335  -0.056
N: 0.290 1.727 -0.580  0.059
C: 1.379 -0.208 0.501  -0.226
O: 1.778 -0.974 -0.391  -0.034
H: 1.317 1.772 1.291  0.120
H: -0.597 1.599 -0.108  0.052
H: 0.389 2.702 -0.836  0.077
H: 1.587 -0.531 1.530  0.113
H: 2.770 2.800 -0.465  0.077
H: 3.556 1.405 0.291  0.083
H: 2.822 1.241 -1.309  0.082
C: -1.404 -1.418 -0.867  -0.220
C: -1.049 -0.820 1.294  -0.134
C: -2.069 -0.245 -1.517  -0.117
C: -0.351 -2.099 -1.576  -0.102
C: -0.729 0.119 2.447  -0.188
H: -2.086 -2.093 -0.359  0.097
H: -0.955 -1.850 1.639  0.061
H: -2.104 -0.652 1.091  0.032
H: -2.770 -0.619 -2.275  0.087
H: -2.636 0.363 -0.812  0.070
H: -1.335 0.361 -2.043  0.065
H: 0.650 -1.700 -1.137  0.063
H: -0.300 -3.173 -1.397  0.087
H: -0.262 -1.833 -2.629  0.093
H: -0.698 1.154 2.095  0.053
H: 0.211 -0.114 2.946  0.055
H: -1.507 0.057 3.216  0.072

HOMO energy (spin up / spin down) ... -8.2 / -8.2 eV
Multiplicity ... 1


Name the least stable of them. R.